{"formula": "C3H2Li2O3Sm", "method": "the ωB97M-V functional and the def2-TZVPD basis", "symbols": ["C", "C", "O", "H", "H", "Sm", "Li", "O", "C", "O", "Li"], "coordinates": [[0.711, -1.214, -0.514], [-0.163, -0.644, 0.295], [1.090, -1.937, -1.372], [-1.040, -1.225, 0.589], [-0.346, 0.433, 0.148], [-0.044, -3.558, -5.679], [2.128, -1.949, -3.035], [0.661, 1.280, 2.791], [0.087, 2.280, 2.372], [-0.944, 2.876, 2.756], [-2.140, 3.658, 1.649]], "mulliken_spin": [-0.0030, 0.0050, 0.0005, -0.0002, -0.0004, 6.0222, -0.0230, -0.0008, -0.0004, 0.0006, -0.0005], "orbital_gap_ev": [1.683, 1.448], "multiplicity": 7, "energy_ev": -27580.08112, "s_squared": 12.03, "de_lowest_kcal_mol": 10.1, "homo_energy_ev": [-10.875, -10.631], "total_charge": 2}